Arrangement i

Entry from OMol25: an isolated molecule of CH4ClNO2S (ωB97M-V/def2-TZVPD).

Geometry as ORCA input:
```
! wB97M-V def2-TZVPD RIJCOSX def2/J DEFGRID3
* xyz 0 1
H -2.26 1.04 2.51
O -1.51 1.47 -0.32
H 0.36 -1.54 -0.79
O 0.17 -0.14 0.70
S -0.71 1.03 1.06
C 0.54 -0.41 -0.66
Cl 0.66 2.59 1.17
H 1.68 -0.03 -0.76
H -0.06 0.25 -1.35
N -1.34 0.72 2.37
*
```

Frontier orbital gap in eV: 10.61
SMILES: CO[S@](=N)(=O)Cl
LUMO in eV: 0.01

Atomic partial charges in e from the Löwdin method, atoms 1 to 5: number 1, H, carries 0.03; number 2, O, carries -0.46; number 3, H, carries 0.13; number 4, O, carries -0.39; number 5, S, carries 0.42

Arrangement ii

Entry from OMol25: a structure of composition CH4ClNO2S (ωB97M-V/def2-TZVPD).

Geometry as ORCA input:
```
! wB97M-V def2-TZVPD RIJCOSX def2/J DEFGRID3
* xyz 0 1
O -0.84 -0.82 1.25
H -1.46 1.02 -1.94
H -0.11 -1.48 1.51
H 0.99 0.21 1.92
C 0.19 0.30 1.19
N -0.70 0.90 -1.25
O 0.99 -0.22 0.09
S -0.03 -0.42 -1.08
Cl 1.30 -0.79 -2.90
H -0.33 1.30 1.22
*
```

Frontier orbital gap in eV: 9.32
LUMO in eV: 0.01

Atomic partial charges in e from the Löwdin method, atoms 1 to 5: number 1, O, carries -0.14; number 2, H, carries 0.05; number 3, H, carries 0.12; number 4, H, carries 0.12; number 5, C, carries -0.23

Of them, arrangement ii has the highest stability.

Arrangement i

Entry from OMol25: a cluster of 2 separate species, C3H10NS2 in total (ωB97M-V/def2-TZVPD).

Geometry as ORCA input:
```
! wB97M-V def2-TZVPD RIJCOSX def2/J DEFGRID3
* xyz 1 1
S 0.55 -0.66 -1.11
H -2.07 2.69 -0.72
H 0.22 -2.67 0.10
C 0.23 -1.64 0.42
H 0.75 2.16 -0.05
H -0.16 3.81 -0.12
C 1.37 -1.42 1.41
H -0.70 -1.27 0.83
H 1.30 -0.46 1.92
H -1.28 1.12 -0.61
H 1.33 -2.20 2.17
H -1.24 -2.07 -2.41
C -0.15 2.73 -0.20
H 2.35 -1.47 0.93
N -1.24 2.14 -0.48
S -1.27 -0.77 -2.07
*
```

Frontier orbital gap in eV: 7.45
LUMO in eV: -5.35

Atomic partial charges in e from the Löwdin method, atoms 1 to 5: number 1, S, carries 0.43; number 2, H, carries 0.17; number 3, H, carries 0.07; number 4, C, carries -0.57; number 5, H, carries 0.10

Arrangement ii

Entry from OMol25: a cluster of 2 separate species, C3H10NS2 in total (ωB97M-V/def2-TZVPD).

Geometry as ORCA input:
```
! wB97M-V def2-TZVPD RIJCOSX def2/J DEFGRID3
* xyz 1 1
H 0.16 2.75 -0.15
C -0.57 0.85 -0.10
H -1.44 -0.31 1.54
H -0.69 2.37 1.39
N -0.17 2.05 0.55
H 3.16 1.08 -0.12
H -0.79 -2.35 0.42
S 3.73 -0.13 -0.06
C -1.29 -1.54 -0.18
S 1.99 -1.16 0.18
C -1.07 -0.33 0.54
H -2.33 -1.91 -0.28
H 1.40 -1.40 -1.16
H -0.65 -1.53 -1.18
H 0.10 0.59 -0.93
H -1.56 0.96 -0.44
*
```

Frontier orbital gap in eV: 7.03
LUMO in eV: -6.00

Atomic partial charges in e from the Löwdin method, atoms 1 to 5: number 1, H, carries 0.13; number 2, C, carries -0.31; number 3, H, carries 0.15; number 4, H, carries 0.13; number 5, N, carries 0.07

Of them, arrangement i has the highest stability.